Computed, not measured: 18 unconnected molecules or ions with the total composition C56H112Br16O10, with the ωB97M-V functional and the def2-TZVPD basis.

Element x y z (Å)
1 Br 3.371 -2.553 5.942
2 Br 7.139 -2.928 -2.461
3 Br -0.723 -4.330 -5.276
4 Br 6.324 -4.363 2.810
5 Br 3.275 -7.021 -3.190
6 Br -0.753 0.159 7.501
7 Br 3.211 1.356 -3.445
8 Br 1.521 1.790 3.697
9 Br 3.640 -2.621 -4.513
10 Br -1.458 -6.952 -1.244
11 Br 0.718 6.185 -2.328
12 Br 7.690 1.266 -4.688
13 Br 0.836 5.293 0.865
14 Br -0.277 1.197 0.797
15 Br 1.529 -2.330 -1.782
16 Br 4.284 -1.273 1.074
17 O -3.691 4.608 -1.483
18 O -5.615 -2.259 -5.157
19 O 5.250 0.977 5.480
20 O 5.971 1.163 -0.359
21 O -4.149 6.510 3.321
22 O 0.424 0.273 -7.420
23 O 0.341 -4.761 0.270
24 O -7.917 2.996 0.848
25 O -4.236 -2.915 -1.090
26 O -3.155 -1.538 4.003
27 C 4.903 2.201 6.143
28 C -4.035 -0.369 5.910
29 C 1.454 4.069 -0.562
30 C -3.743 2.425 -2.418
31 C 0.664 -0.798 -6.566
32 C -5.781 2.205 1.447
33 C 6.506 -2.334 -0.624
34 C 5.297 1.242 4.082
35 C 0.729 -0.537 -1.322
36 C -3.912 -1.272 -6.416
37 C 5.758 2.742 3.917
38 C -7.973 1.547 1.088
39 C -2.444 2.714 -1.662
40 C 7.125 1.882 0.060
41 C 2.476 -4.827 1.289
42 C 5.102 3.289 -0.264
43 C 0.717 -0.387 0.207
44 C -5.014 -3.145 1.058
45 C 0.112 -0.391 -5.222
46 C -1.031 -6.336 -3.127
47 C -4.828 -2.157 -0.038
48 C 4.822 1.556 -4.554
49 C 0.181 -4.218 1.650
50 C 4.110 -3.650 4.511
51 C 5.823 3.166 5.364
52 C -4.312 3.824 -2.536
53 C 4.993 -1.999 -0.750
54 C -2.843 4.615 3.860
55 C 6.533 3.309 0.332
56 C 4.063 -4.487 -3.970
57 C -3.540 -0.225 3.565
58 C -4.634 0.114 4.587
59 C -6.503 3.392 0.890
60 C -1.119 -4.820 -3.303
61 C 2.945 -5.440 -4.271
62 C -3.392 6.288 2.153
63 C -3.845 -0.910 -4.924
64 C -0.653 1.033 -6.986
65 C 6.002 1.365 -3.690
66 C 5.649 -3.447 4.478
67 C -3.639 -3.851 0.988
68 C -5.223 -1.145 -4.420
69 C 2.041 4.982 -1.619
70 C -6.561 1.018 0.869
71 C 4.757 1.803 0.001
72 C 0.153 1.276 5.055
73 C -0.401 0.972 -5.470
74 C -2.353 4.182 -1.514
75 C -3.307 -1.645 5.438
76 C -5.083 -2.302 -6.461
77 C -3.439 5.946 4.399
78 C -3.386 -3.951 -0.532
79 C 0.776 0.646 6.307
80 C 1.534 -5.557 0.369
81 C -2.825 4.900 2.386
82 C 1.502 -4.319 2.373
83 H 1.744 -0.850 -6.425
84 H -6.397 4.246 1.560
85 H 1.976 -5.043 -3.971
86 H 2.080 -5.749 -0.555
87 H -3.228 -1.641 -4.401
88 H 0.225 -1.757 -6.842
89 H -2.947 -3.225 1.551
90 H -1.539 2.215 -2.006
91 H 5.981 0.564 3.572
92 H -2.110 -4.454 -3.034
93 H -0.738 -0.969 -4.860
94 H 6.868 3.088 5.667
95 H -2.559 2.383 -0.629
96 H 5.484 4.188 5.534
97 H -1.858 4.855 1.885
98 H -0.314 -3.248 1.586
99 H 0.295 1.767 -5.200
100 H 1.370 -0.264 6.219
101 H -4.072 5.904 5.285
102 H -3.989 -2.472 5.632
103 H -3.995 6.305 1.246
104 H -3.334 3.665 4.068
105 H -1.854 4.430 4.279
106 H 3.841 2.444 6.157
107 H -5.326 -1.379 -3.360
108 H 2.328 4.400 -2.494
109 H 6.027 -2.425 4.447
110 H -4.166 -1.351 0.277
111 H -5.391 3.705 -2.448
112 H -4.738 -0.514 6.730
113 H -3.599 1.967 -3.397
114 H -3.301 -0.004 -4.655
115 H 2.859 5.579 -1.217
116 H -3.879 -0.179 2.530
117 H -8.759 1.092 0.485
118 H 7.200 4.112 0.020
119 H 2.900 -4.037 0.670
120 H -4.166 -0.411 -7.034
121 H -4.155 4.334 -3.486
122 H -2.571 6.990 2.012
123 H 7.588 1.543 0.987
124 H -0.369 2.188 5.343
125 H 1.413 1.351 6.842
126 H 4.369 -4.421 -2.925
127 H -5.268 -2.601 1.967
128 H -3.274 0.323 6.272
129 H -2.990 -1.739 -6.761
130 H 0.287 -1.302 0.616
131 H -5.877 2.191 2.533
132 H 0.484 3.665 -0.854
133 H 2.124 3.366 -0.067
134 H 3.704 -3.193 3.609
135 H -6.358 0.031 1.285
136 H 3.905 1.462 -0.589
137 H -0.554 -4.824 2.178
138 H -3.530 4.187 1.959
139 H 2.829 -5.693 -5.325
140 H 1.746 -0.333 0.562
141 H -4.901 1.170 4.530
142 H -4.738 2.138 1.137
143 H 6.090 -3.993 5.312
144 H 4.616 1.660 1.072
145 H -0.630 0.669 4.600
146 H -5.474 -0.546 4.372
147 H -1.594 -6.858 -3.901
148 H 5.051 3.258 3.267
149 H -5.824 -1.972 -7.189
150 H 7.060 -1.441 -0.334
151 H -0.403 -4.313 -2.656
152 H -4.360 1.845 -1.732
153 H 1.373 -6.529 0.834
154 H -1.364 1.121 -4.980
155 H 6.053 2.204 -2.996
156 H 5.927 0.444 -3.113
157 H 1.326 0.231 -1.814
158 H -5.756 -1.753 -0.443
159 H 6.812 -3.196 -0.031
160 H -8.224 1.421 2.141
161 H -1.555 0.472 -7.234
162 H 1.822 -3.315 2.652
163 H -6.162 3.534 -0.135
164 H 6.761 2.704 3.492
165 H -5.799 -3.816 0.710
166 H -3.782 -4.908 -0.872
167 H 4.738 0.815 -5.349
168 H -3.605 -4.762 1.586
169 H -6.315 0.932 -0.189
170 H 0.818 -0.511 -4.400
171 H -5.936 -0.334 -4.571
172 H 4.771 -1.262 -1.522
173 H -4.855 -3.331 -6.739
174 H 4.775 2.544 -5.012
175 H 5.121 2.163 7.210
176 H -2.737 6.697 4.761
177 H -1.823 4.688 -2.321
178 H 1.548 -4.988 3.232
179 H -2.350 -1.859 5.915
180 H -2.719 0.492 3.561
181 H 4.386 -2.883 -0.946
182 H 4.444 3.991 0.248
183 H 3.853 -4.699 4.656
184 H -0.767 1.976 -7.522
185 H -2.328 -3.826 -0.762
186 H 4.329 1.030 3.628
187 H 7.967 2.045 -0.612
188 H 0.006 -6.617 -3.316
189 H 6.469 3.470 1.409
190 H -1.984 4.510 -0.542
191 H 3.358 -5.355 1.650
192 H -0.290 -0.461 -1.702
193 H 4.971 -4.804 -4.483
194 H 4.946 3.538 -1.314

Computed properties:
Kohn-Sham gap: 9.30 eV
Charge: 0
2S+1: 1
Energy above the lowest of the compared OMol25 structures with the same formula, charge and spin: 2.880 eV

Computed, not measured: 14 unconnected molecules or ions with the total composition C56H116F20N16O16P2S8, with the ωB97M-V functional and the def2-TZVPD basis.

Element x y z (Å)
1 S -3.191 -6.100 9.848
2 S -1.613 8.334 11.283
3 S -2.543 6.773 9.794
4 S 7.929 1.336 1.877
5 S -3.874 -3.915 9.585
6 S -1.221 7.204 -6.854
7 S 8.212 -0.137 0.200
8 S -2.719 8.577 -7.955
9 P -8.872 2.942 2.524
10 P -1.126 -6.867 -1.129
11 F -1.892 8.848 12.843
12 F -1.089 -7.076 0.509
13 F -2.095 -7.138 9.244
14 F -9.784 3.672 1.368
15 F 6.746 2.302 2.421
16 F 7.896 -0.336 -1.316
17 F -1.105 6.454 -5.494
18 F -8.468 1.628 1.629
19 F -4.031 -3.058 8.197
20 F 0.455 -6.399 -1.146
21 F -7.573 3.939 2.086
22 F -2.622 -7.505 -1.328
23 F -3.959 6.106 9.347
24 F -1.229 -6.529 -2.778
25 F -8.047 2.172 3.664
26 F -1.680 -5.339 -0.788
27 F -3.940 9.635 -7.552
28 F -0.549 -8.339 -1.488
29 F -9.229 4.160 3.605
30 F -10.207 2.205 2.999
31 O -1.575 9.581 10.492
32 O -4.378 -6.923 9.744
33 O -1.629 9.487 -8.285
34 O -3.142 -2.934 10.384
35 O 0.007 8.036 -6.632
36 O 7.748 -1.465 0.554
37 O -2.574 -5.796 11.139
38 O -1.130 6.066 -7.754
39 O -2.428 7.614 8.595
40 O 9.650 0.094 0.103
41 O -5.291 -4.139 9.975
42 O -3.392 7.837 -9.028
43 O 9.038 2.278 1.801
44 O 7.879 0.247 2.890
45 O -1.755 5.528 9.829
46 O -0.362 7.618 11.347
47 N -8.427 11.014 -2.162
48 N -9.006 -5.611 1.896
49 N 9.909 6.354 -3.604
50 N -3.010 7.431 11.058
51 N 7.264 0.985 0.321
52 N 2.615 -2.473 -7.607
53 N -7.670 -7.298 2.638
54 N -2.936 -5.085 8.855
55 N 5.177 -11.032 4.539
56 N -7.159 1.895 -5.854
57 N 0.004 2.298 2.186
58 N 5.083 0.350 9.086
59 N -2.574 7.771 -6.449
60 N 0.904 0.245 2.314
61 N -6.251 11.732 -2.343
62 N 4.428 -1.834 9.413
63 C 4.945 2.903 9.096
64 C 4.601 -10.524 3.199
65 C -6.697 2.362 -7.307
66 C 1.173 -1.571 -5.875
67 C -0.382 3.695 1.868
68 C -0.884 1.483 2.888
69 C -7.117 10.624 -2.397
70 C 6.761 -9.703 3.292
71 C 4.812 -14.597 6.144
72 C 5.278 -13.138 6.062
73 C -6.118 -0.483 -5.654
74 C 5.725 -10.140 2.309
75 C 4.502 -10.174 5.661
76 C 11.949 3.136 -4.416
77 C -8.030 -5.071 2.709
78 C -7.894 2.881 -8.050
79 C -0.295 0.221 3.050
80 C 11.527 4.584 -4.541
81 C -7.039 12.839 -2.181
82 C 2.884 -6.331 -7.780
83 C 10.483 4.914 -3.542
84 C -8.561 2.667 -5.764
85 C 1.908 -0.805 2.177
86 C -8.819 -6.995 1.905
87 C 1.176 -2.137 -7.297
88 C 5.412 -0.860 9.653
89 C 4.432 -3.151 10.083
90 C 9.256 6.687 -4.925
91 C 10.965 7.375 -3.137
92 C 7.483 5.745 -3.545
93 C 5.846 1.632 9.156
94 C 2.442 -4.931 -8.171
95 C 3.844 0.088 8.454
96 C 2.669 -1.235 -5.533
97 C 3.327 -1.344 -6.870
98 C -7.340 0.415 -5.666
99 C -6.505 -1.942 -5.563
100 C 2.824 -2.315 -9.166
101 C 3.016 -3.883 -7.126
102 C 8.638 6.377 -2.718
103 C -7.152 -6.120 3.095
104 C 3.443 -1.184 8.682
105 C 4.869 -12.535 4.726
106 C -9.645 10.233 -2.106
107 C -4.846 11.711 -2.548
108 C -8.308 12.419 -1.950
109 C 7.876 6.026 -5.024
110 C 0.889 4.605 1.947
111 C -10.032 -4.856 1.172
112 C -11.339 -4.656 1.892
113 C -8.648 3.641 -6.890
114 C -6.302 2.470 -4.737
115 C 1.077 1.508 1.864
116 C 6.685 -10.684 4.432
117 C -10.532 10.343 -3.413
118 C -6.909 -8.550 2.620
119 H -10.264 10.655 -1.314
120 H 2.503 -4.004 -6.172
121 H -7.991 0.132 -6.493
122 H -6.214 -6.162 3.628
123 H 1.553 4.417 1.104
124 H -11.274 9.545 -3.456
125 H 7.148 -11.603 4.072
126 H -9.330 1.927 -5.988
127 H 4.969 -10.493 6.593
128 H -6.825 9.648 -2.754
129 H 4.890 -12.683 6.973
130 H 9.627 4.298 -3.817
131 H 1.971 -2.709 -9.718
132 H 6.350 -13.063 6.244
133 H -10.319 -5.467 0.315
134 H 12.845 2.923 -4.999
135 H 3.335 0.911 7.974
136 H 4.379 -1.600 -6.744
137 H 6.917 -10.385 5.454
138 H 7.708 -9.678 2.753
139 H -6.708 2.111 -3.791
140 H 1.433 4.445 2.878
141 H 0.552 5.633 1.815
142 H 1.808 1.860 1.151
143 H -7.045 -9.190 1.748
144 H 3.965 -6.439 -7.697
145 H -9.277 -7.779 1.321
146 H -8.240 4.611 -6.605
147 H 2.184 -0.842 1.123
148 H 0.970 -2.492 -5.329
149 H 11.135 2.418 -4.512
150 H 8.059 5.178 -5.684
151 H 3.780 -12.505 4.679
152 H 11.146 4.699 -5.556
153 H 2.700 -1.297 -9.535
154 H 2.734 -0.236 -5.104
155 H -8.563 2.099 -8.408
156 H 5.391 -9.367 1.617
157 H -7.639 3.521 -8.895
158 H -7.920 0.309 -4.750
159 H 0.393 -0.816 -5.773
160 H 6.198 -10.980 1.800
161 H -9.094 13.016 -1.512
162 H 2.749 -0.552 2.822
163 H -6.600 13.823 -2.107
164 H 5.368 -12.964 3.857
165 H 2.438 -7.081 -8.434
166 H 3.147 -0.414 -7.409
167 H 0.522 -2.944 -7.626
168 H 2.505 -6.536 -6.779
169 H 9.859 6.496 -5.813
170 H 3.726 -14.649 6.073
171 H -5.259 2.182 -4.874
172 H -4.492 10.700 -2.344
173 H 2.760 -4.816 -9.207
174 H 9.082 7.763 -4.923
175 H 4.261 3.017 8.255
176 H -6.248 1.505 -7.809
177 H -5.519 -0.469 -6.565
178 H 11.772 7.297 -3.865
179 H -8.185 -4.018 2.894
180 H 12.307 3.068 -3.389
181 H 5.295 -15.232 5.401
182 H 12.343 5.307 -4.525
183 H 2.615 -1.845 8.469
184 H 5.073 -14.880 7.164
185 H -9.260 9.242 -1.864
186 H -6.801 -2.154 -4.536
187 H -5.672 -2.587 -5.844
188 H 10.510 8.354 -3.285
189 H 3.390 -3.471 10.109
190 H -7.304 -2.218 -6.251
191 H -7.109 -9.090 3.545
192 H -9.576 -3.920 0.849
193 H 1.427 -1.724 2.511
194 H 4.097 -9.587 3.435
195 H -9.963 10.068 -4.301
196 H -4.380 12.508 -1.969
197 H -11.831 -5.614 2.061
198 H 11.297 7.325 -2.100
199 H -11.022 11.304 -3.568
200 H 6.516 6.213 -3.364
201 H -6.472 3.538 -4.880
202 H 8.480 7.439 -2.525
203 H 4.644 -2.935 11.130
204 H 10.827 4.692 -2.532
205 H 4.823 -9.145 5.502
206 H -11.234 -4.131 2.842
207 H 4.312 2.832 9.981
208 H -0.941 3.594 0.938
209 H 0.972 -1.291 -7.953
210 H 3.839 -11.133 2.714
211 H -5.949 3.122 -7.081
212 H -0.647 -0.549 3.720
213 H 5.143 -3.805 9.578
214 H -5.392 -0.250 -4.875
215 H 8.909 5.951 -1.752
216 H -4.620 11.987 -3.578
217 H -1.780 1.856 3.361
218 H 6.587 -8.702 3.688
219 H 6.274 -1.012 10.286
220 H 4.091 -3.956 -6.962
221 H -11.962 -4.056 1.228
222 H -0.951 3.976 2.754
223 H 7.347 4.684 -3.338
224 H 3.724 -2.819 -9.517
225 H 5.454 3.866 9.120
226 H -9.642 3.810 -7.306
227 H -5.850 -8.297 2.651
228 H 3.121 -1.872 -4.773
229 H 7.211 6.683 -5.583
230 H 3.435 -10.388 5.604
231 H 6.450 1.673 8.249
232 H 1.352 -4.951 -8.190
233 H 6.507 1.579 10.021
234 H -8.759 2.949 -4.731

Computed properties:
Kohn-Sham gap: 5.64 eV
Charge: +2
2S+1: 1

- The highest charge belongs to which entry?
  C56H116F20N16O16P2S8